Record 1
53
Properties=species:S:1:pos:R:3:forces:R:3 method="wB97M-V/def2-TZVPD" de_lowest_kj_mol=191.3 molar_mass_g_mol=397.450
O -0.6354 1.2342 -1.3120 -0.002 -0.002 0.002
C -0.1095 1.8984 -2.1935 0.003 0.001 -0.009
C -0.3211 3.3507 -2.3724 0.002 0.002 -0.003
C -1.0136 4.1045 -1.5193 0.000 0.003 0.003
C -1.2242 5.5918 -1.6913 0.006 0.007 0.008
C -2.4203 5.9079 -0.7893 0.001 -0.003 -0.004
C -2.2114 4.9587 0.3924 0.006 0.001 0.002
C -1.7254 3.6595 -0.2638 -0.017 -0.002 -0.007
N 0.7200 1.3312 -3.1243 0.001 -0.004 0.012
C 1.1779 -0.0318 -2.9604 -0.001 -0.001 0.005
C 2.4288 -0.0965 -2.1372 -0.004 0.008 -0.009
C 3.0965 -1.3950 -1.6389 0.003 -0.010 0.002
C 3.8755 -0.3675 -0.7887 -0.213 0.043 0.160
N 4.6288 -0.7931 0.3604 0.418 -0.029 -0.372
C 5.3571 0.1087 1.0807 -0.379 -0.087 0.480
O 5.0465 1.2835 1.1844 0.177 0.073 -0.266
C 6.5125 -0.4272 1.8339 0.000 -0.001 -0.002
C 7.1433 -1.6403 1.8410 0.002 0.001 0.003
C 8.2148 -1.5263 2.7786 0.000 -0.002 -0.002
C 9.2131 -2.3859 3.2396 0.002 0.000 -0.002
F 9.2579 -3.6393 2.7471 0.000 0.000 0.001
C 10.1302 -1.9789 4.1677 0.000 0.001 0.001
C 10.0672 -0.6641 4.6697 -0.001 -0.001 0.000
C 9.1078 0.2290 4.2549 0.002 0.000 0.001
C 8.1843 -0.2191 3.3040 -0.002 0.002 0.001
N 7.1359 0.4249 2.7095 0.000 -0.001 -0.001
C 4.5969 0.4158 -1.8921 -0.004 0.004 -0.003
O 3.5137 0.5696 -2.8257 0.001 -0.001 0.002
C 2.5573 0.4388 -0.6997 0.002 0.001 0.008
H 0.1219 3.8134 -3.2491 0.001 0.000 0.001
H -0.3376 6.1145 -1.3164 -0.001 0.001 -0.002
H -1.3553 5.8790 -2.7344 -0.002 -0.004 -0.001
H -2.4704 6.9574 -0.5008 -0.003 0.000 0.002
H -3.3510 5.6582 -1.3060 0.001 0.000 -0.001
H -1.4347 5.3599 1.0493 0.001 -0.002 -0.002
H -3.1079 4.8159 0.9946 -0.002 0.004 0.000
H -2.5679 3.0236 -0.5483 0.005 -0.006 0.005
H -1.0924 3.0412 0.3695 0.002 0.000 0.000
H 1.2943 1.9437 -3.6789 -0.004 0.001 -0.003
H 0.3863 -0.5916 -2.4657 -0.003 0.001 -0.004
H 1.3640 -0.4728 -3.9415 0.005 0.000 0.000
H 2.4278 -2.0068 -1.0360 -0.001 0.002 0.000
H 3.6501 -1.9863 -2.3692 0.001 0.002 -0.001
H 5.0092 -1.7253 0.3068 -0.003 -0.001 0.001
H 6.8980 -2.5111 1.2563 0.000 0.000 0.000
H 10.8905 -2.6694 4.5042 0.000 0.000 0.000
H 10.7991 -0.3549 5.4039 0.000 0.000 0.000
H 9.0688 1.2360 4.6475 0.000 0.000 0.000
H 6.8340 1.3763 2.8380 0.001 0.000 0.000
H 4.9556 1.3878 -1.5530 0.001 0.000 0.000
H 5.4137 -0.1495 -2.3487 0.000 -0.001 0.001
H 2.6308 1.5157 -0.5651 0.002 0.000 -0.003
H 1.8370 -0.0071 -0.0182 -0.001 -0.001 -0.002

---

Record 2
53
Properties=species:S:1:pos:R:3:forces:R:3 method="wB97M-V/def2-TZVPD" de_lowest_kj_mol=238.5 smiles="COCCN1CCN(C(=O)c2ccc3nc(Cc4ccccc4F)oc3c2)CC1" molar_mass_g_mol=397.450
C -7.4179 1.2041 0.7825 -0.039 0.049 0.099
O -6.7199 0.4320 -0.1582 0.146 -0.092 -0.221
C -6.3468 -0.8359 0.3313 0.098 -0.323 -0.093
C -5.6031 -1.6126 -0.7695 -0.204 0.245 0.244
N -4.2399 -1.2278 -1.0472 0.093 -0.011 0.113
C -3.2904 -1.6130 -0.0185 0.124 -0.159 -0.054
C -1.9500 -0.9262 -0.2596 -0.008 -0.503 0.083
N -2.1091 0.5023 -0.0959 -0.180 0.024 -0.136
C -1.2083 1.3289 0.4763 0.123 -0.096 -0.001
O -1.4556 2.4999 0.7035 -0.011 0.224 0.162
C 0.1287 0.7332 0.8040 0.251 0.142 0.049
C 0.5549 0.7440 2.1371 -0.180 0.042 -0.038
C 1.7935 0.2676 2.5140 0.147 -0.099 -0.151
C 2.6228 -0.2092 1.5088 -0.608 0.171 -0.944
N 3.8934 -0.7374 1.5390 0.673 -0.312 0.062
C 4.1818 -1.0007 0.3132 -0.028 -0.113 0.711
C 5.4661 -1.5510 -0.1909 -0.019 0.091 -0.163
C 6.4135 -0.4154 -0.4980 0.247 -0.108 0.090
C 6.0751 0.5749 -1.4118 0.140 0.037 0.015
C 6.9371 1.6233 -1.6790 -0.071 0.073 -0.086
C 8.1606 1.7005 -1.0347 -0.011 -0.040 0.021
C 8.5230 0.7249 -0.1237 -0.020 -0.127 0.104
C 7.6462 -0.3134 0.1322 -0.071 0.126 -0.197
F 8.0184 -1.2637 1.0166 -0.055 0.042 -0.034
O 3.2068 -0.6995 -0.5881 0.065 -0.092 -0.469
C 2.1962 -0.1914 0.1646 -0.278 0.253 1.216
C 0.9518 0.2693 -0.2137 0.182 -0.090 -0.123
C -3.4057 1.0412 -0.4746 -0.242 0.266 -0.172
C -4.0479 0.1374 -1.5203 0.170 0.156 -0.150
H -6.8079 1.3961 1.6745 -0.023 0.010 -0.023
H -7.6549 2.1482 0.2969 -0.049 0.028 0.088
H -8.3460 0.7081 1.0937 0.017 0.033 -0.005
H -5.7181 -0.7259 1.2287 -0.054 -0.006 -0.034
H -7.2451 -1.4024 0.6242 0.064 0.046 -0.002
H -5.5935 -2.6710 -0.4959 -0.094 -0.009 -0.030
H -6.1738 -1.4994 -1.6944 -0.107 -0.117 0.046
H -3.6301 -1.3609 0.9999 0.041 -0.016 -0.019
H -3.1592 -2.6997 -0.0659 0.054 0.062 0.116
H -1.6052 -1.1653 -1.2730 0.031 -0.069 0.077
H -1.2098 -1.2943 0.4542 -0.119 -0.006 -0.144
H -0.1175 1.1429 2.8816 -0.056 0.061 0.066
H 2.1176 0.2689 3.5414 0.029 0.004 0.140
H 5.2723 -2.1262 -1.0991 0.056 -0.063 0.084
H 5.8959 -2.1967 0.5742 -0.135 0.014 -0.096
H 5.1217 0.5176 -1.9160 -0.099 0.000 -0.049
H 6.6528 2.3825 -2.3915 -0.026 0.063 -0.061
H 8.8338 2.5182 -1.2407 0.067 0.066 -0.012
H 9.4696 0.7559 0.3921 0.089 -0.017 0.065
H 0.6430 0.2840 -1.2467 -0.090 -0.010 -0.143
H -3.2533 2.0499 -0.8656 -0.082 -0.093 0.053
H -4.0533 1.1233 0.4055 -0.007 0.058 -0.040
H -5.0110 0.5546 -1.8095 0.108 0.019 -0.035
H -3.4033 0.1054 -2.4080 -0.048 0.170 0.021

---

Record 3
54
Properties=species:S:1:pos:R:3:forces:R:3 method="wB97M-V/def2-TZVPD" de_lowest_kj_mol=10.5 total_charge=-1 spin_multiplicity=2 molar_mass_g_mol=605.136
Hg 0.6909 -0.4141 -0.4165 -0.209 0.004 0.537
C -0.8979 -2.9904 3.5705 -0.011 0.109 -0.446
C -0.8115 -2.4800 2.2495 -0.166 -0.360 0.323
N -0.2987 -1.3256 1.9448 0.238 0.310 -0.050
C 0.2062 -0.5190 2.9395 -0.251 -0.390 -0.302
C 0.1530 -0.9474 4.2967 -0.120 -0.218 0.081
C -0.4088 -2.2007 4.5762 0.103 0.120 0.220
C 0.6571 -0.0940 5.3116 -0.050 -0.116 -0.049
C 1.1648 1.1095 4.9737 0.149 0.274 0.170
C 1.2318 1.5757 3.6182 0.022 0.027 0.009
C 1.7493 2.8280 3.3068 -0.047 0.010 -0.362
C 1.7662 3.2164 1.9396 0.203 0.347 0.358
C 1.3146 2.3632 0.9865 -0.339 -0.712 -0.188
N 0.8176 1.1119 1.2520 0.201 0.487 0.145
C 0.7572 0.7296 2.5754 0.045 0.083 0.080
H -1.3362 -3.9604 3.7599 -0.007 0.000 -0.018
H -1.1999 -3.0724 1.4231 0.044 0.038 -0.013
H -0.4491 -2.5347 5.6090 0.011 0.033 -0.004
H 0.6268 -0.4148 6.3470 -0.022 -0.033 -0.007
H 1.5475 1.7686 5.7473 0.000 0.018 -0.045
H 2.1117 3.4814 4.0895 0.005 0.005 0.006
H 2.1421 4.1881 1.6433 -0.021 -0.017 -0.002
H 1.3030 2.6290 -0.0627 0.036 0.064 0.003
O 0.0490 1.5944 -1.7939 0.036 -0.044 -0.148
N -1.1642 1.8431 -2.0162 0.039 0.146 -0.015
N -1.9953 0.9619 -1.5819 0.146 -0.045 0.013
O -1.6617 -0.1290 -0.9562 -0.016 -0.167 0.058
C -3.3782 1.2155 -1.8014 -0.060 0.032 -0.017
C -3.8097 2.2910 -2.5774 -0.090 -0.066 0.054
C -5.1677 2.4885 -2.7587 0.037 0.001 0.002
C -6.0963 1.6300 -2.1810 -0.034 0.027 -0.019
C -5.6518 0.5648 -1.4149 0.001 -0.038 0.031
C -4.2949 0.3482 -1.2206 0.041 0.093 -0.068
H -3.0877 2.9557 -3.0236 0.044 -0.001 0.000
H -5.5009 3.3247 -3.3611 -0.019 -0.006 0.002
H -7.1562 1.7938 -2.3298 -0.001 -0.003 0.003
H -6.3637 -0.1107 -0.9564 -0.012 0.009 -0.010
H -3.9190 -0.4716 -0.6286 0.012 -0.012 0.007
C 3.9076 -2.8956 -3.2274 0.007 0.049 -0.008
Si 2.7880 -1.5281 -2.5517 -0.045 -0.054 -0.001
C 1.6196 -0.9895 -3.9221 0.015 -0.038 0.021
C 3.8726 -0.0639 -2.0841 0.023 -0.049 0.014
C 1.8123 -2.0894 -1.0804 0.041 -0.075 -0.299
H 4.4719 -2.5596 -4.1017 0.003 -0.002 -0.004
H 3.3208 -3.7689 -3.5220 -0.017 -0.001 -0.003
H 4.6250 -3.2207 -2.4700 0.008 0.000 0.014
H 2.1591 -0.7357 -4.8380 0.021 0.009 -0.005
H 1.0469 -0.1140 -3.6064 0.009 0.012 0.009
H 0.9045 -1.7804 -4.1621 0.001 -0.024 -0.001
H 4.5305 0.2347 -2.9040 -0.007 0.003 -0.020
H 4.4993 -0.2994 -1.2203 0.008 -0.009 0.010
H 3.2533 0.7951 -1.8150 -0.004 0.014 -0.019
H 2.4297 -2.4345 -0.2487 0.037 0.105 0.017
H 1.1193 -2.8983 -1.3251 -0.038 0.049 -0.062